Record 1
Density functional theory data (wB97M-V/def2-TZVPD) for a molecular structure, C60H159F4HgN9O40S4 at a distorted geometry.

Computed properties:
energy above the lowest of the compared OMol25 structures with the same formula, charge and spin	3.5	kcal/mol
frontier orbital gap	6.843	eV
LUMO	-0.070	hartree
E	-8028.77182	Eh

```
! wB97M-V def2-TZVPD RIJCOSX def2/J DEFGRID3
* xyz 0 1
Hg -1.65864 3.21350 1.08491
N -3.16269 4.25458 -0.14533
S -3.39101 4.63967 -1.60012
O -3.12449 6.03407 -1.98761
O -4.39188 3.82524 -2.32101
F -1.93837 4.05799 -2.06600
S -4.78088 4.72642 0.14200
O -5.84381 3.75117 -0.02308
O -5.10740 6.17045 0.01297
F -4.56391 4.67272 1.74343
N -0.37847 1.60751 0.29550
S -0.33641 0.74322 -1.18137
O -0.59849 -0.65391 -1.17444
O 0.53785 1.27453 -2.22227
F -1.76728 1.27825 -1.66105
S 0.73585 0.82841 0.77368
O 2.11839 1.22266 0.45450
O 0.50126 -0.55301 1.15764
F 0.73452 1.48643 2.21821
C 0.82879 2.90676 -6.29026
C 0.72574 4.06712 -5.37333
O 0.91996 3.74575 -4.01117
O -0.16460 1.92717 -6.09789
H 1.81755 2.44847 -6.26958
H 0.70371 3.33049 -7.28672
H -0.21211 4.60222 -5.52235
H 1.51275 4.77867 -5.62316
H 0.44393 2.93618 -3.81220
H -0.27735 1.39042 -6.88580
C 2.51558 4.78585 -0.32611
C 0.98572 4.88888 -0.34682
O 0.33311 4.48132 0.81740
O 3.07125 5.77589 0.55064
H 2.86723 4.91103 -1.35020
H 2.77413 3.78551 0.02114
H 0.61778 4.38559 -1.24093
H 0.70065 5.92900 -0.50485
H 0.68739 4.93122 1.58791
H 3.36377 5.39958 1.38396
C 3.91985 2.38734 -2.84691
C 4.91934 1.25672 -3.06669
O 6.24049 1.75984 -3.20544
O 3.78300 3.25411 -3.95036
H 4.23733 2.91338 -1.94658
H 2.96768 2.00713 -2.47691
H 4.77271 0.77391 -4.03286
H 4.77375 0.65681 -2.16836
H 6.64327 1.09514 -3.76895
H 2.84875 3.46575 -4.01341
C -0.96147 -1.24907 4.33330
C -1.07774 -2.18713 5.53502
O 0.04389 -2.09890 6.41890
O -0.66126 0.09459 4.77207
H -1.91972 -1.20244 3.81593
H -0.27712 -1.66874 3.59596
H -1.10841 -3.22539 5.20455
H -2.00546 -2.08038 6.09721
H -0.06504 -2.75193 7.11410
H -0.08950 0.13064 5.54239
C 2.73454 -5.85216 3.52172
C 1.92137 -5.03801 4.51358
O 1.42958 -6.03742 5.49494
O 1.93200 -6.31152 2.47808
H 3.36692 -6.63874 3.93341
H 3.41623 -5.14176 3.05403
H 1.18768 -4.37077 4.06125
H 2.53259 -4.34404 5.09058
H 1.11732 -5.54739 6.25911
H 1.15458 -5.74852 2.49362
C -2.71822 -6.52389 2.37174
C -1.55607 -5.97666 3.23128
O -0.69980 -5.23990 2.39217
O -3.74001 -5.55085 2.28562
H -3.18558 -7.43912 2.73509
H -2.24338 -6.67804 1.40279
H -0.94103 -6.74133 3.70575
H -1.78675 -5.35005 4.09281
H -1.19519 -4.43700 2.21460
H -4.45266 -5.90367 1.74779
C 3.09912 -2.93718 -1.31336
C 3.02205 -3.20764 0.19015
O 4.34917 -3.52505 0.72993
O 3.95613 -1.91172 -1.72933
H 2.11365 -2.77929 -1.75156
H 3.39254 -3.81851 -1.88366
H 2.28985 -3.97312 0.44711
H 2.62159 -2.30019 0.64211
H 4.69295 -2.66884 0.99509
H 4.71748 -1.84932 -1.14791
C -7.18369 1.30978 -3.34678
C -7.35375 0.72675 -1.96125
O -8.65136 0.22110 -1.57626
O -7.08061 0.26566 -4.31320
H -6.29306 1.93811 -3.35562
H -8.05867 1.93498 -3.52468
H -6.98882 1.44648 -1.22852
H -6.64540 -0.09637 -1.86727
H -8.82349 -0.51707 -2.16538
H -6.16871 0.06800 -4.53894
C -2.53391 -2.75066 0.58238
C -2.12632 -3.65741 -0.59062
O -2.98441 -3.39810 -1.72070
O -1.56904 -2.78843 1.61477
H -3.50350 -3.08999 0.94686
H -2.67687 -1.71818 0.26355
H -2.03649 -4.71610 -0.34732
H -1.09749 -3.41063 -0.85274
H -2.70599 -4.07923 -2.33726
H -0.75184 -2.30712 1.46606
C 3.90677 4.58463 -8.13265
O 2.93653 3.63669 -8.62006
C 3.60400 2.68742 -9.46871
C 2.68206 1.53674 -9.85027
N 2.25999 0.79412 -8.68323
C 3.31210 -0.09922 -8.19322
C 2.89457 -0.83074 -6.94434
O 2.56922 0.04739 -5.88203
C 2.06546 -0.60507 -4.70630
H 4.80149 4.12316 -7.71478
H 3.47171 5.11244 -7.28398
H 4.16890 5.22187 -8.97722
H 4.55645 2.34892 -9.06085
H 3.99713 3.18356 -10.35606
H 3.18589 0.91111 -10.58705
H 1.76730 1.89113 -10.32538
H 2.00200 1.46571 -7.97435
H 4.20335 0.48641 -7.96783
H 3.47772 -0.92451 -8.88573
H 3.76699 -1.42294 -6.66813
H 2.08898 -1.49146 -7.26459
H 2.94371 -1.06175 -4.25001
H 1.38491 -1.43443 -4.89893
H 1.60047 0.20024 -4.13765
C -5.20793 -8.41028 -3.32155
O -4.71815 -7.11232 -3.28110
C -4.13651 -6.64032 -4.55104
C -3.31583 -5.37950 -4.47527
N -2.29533 -5.51746 -3.44396
C -1.13132 -6.25883 -3.90718
C -0.02934 -6.29030 -2.85399
O -0.53862 -7.07746 -1.71074
C 0.50485 -7.18758 -0.77816
H -6.15273 -8.45852 -3.86296
H -5.52791 -8.52764 -2.28621
H -4.46624 -9.20707 -3.37745
H -4.96536 -6.55660 -5.25397
H -3.57862 -7.50521 -4.90995
H -4.03873 -4.58349 -4.29673
H -2.76887 -5.20903 -5.40257
H -2.65811 -6.27253 -2.87973
H -0.67161 -5.83563 -4.80031
H -1.42887 -7.26591 -4.19933
H 0.38000 -5.30921 -2.61314
H 0.78203 -6.80092 -3.37269
H 1.38644 -7.70650 -1.15448
H 0.25127 -7.80310 0.08495
H 0.72162 -6.19032 -0.39532
C -2.03150 6.48743 2.28143
O -1.72620 5.17145 2.57848
C -1.91960 4.88476 3.98044
C -1.39464 3.45561 4.28010
N -1.84429 2.40596 3.33052
C -3.23986 2.05140 3.52627
C -3.77605 1.11845 2.46216
O -3.45799 1.57261 1.17643
C -4.30356 0.92034 0.24052
H -1.54323 7.19117 2.95557
H -3.10974 6.64406 2.25059
H -1.66821 6.73606 1.28428
H -2.94954 5.06757 4.28689
H -1.31497 5.56395 4.58146
H -1.55247 3.27349 5.34312
H -0.30513 3.46857 4.31013
H -1.29687 1.58065 3.52877
H -3.85779 2.94755 3.46998
H -3.36581 1.58287 4.50234
H -4.84944 1.06019 2.64255
H -3.46997 0.09093 2.65865
H -5.36528 0.89048 0.48537
H -3.87326 -0.04947 -0.00932
H -4.34103 1.42837 -0.72313
C 7.15141 -2.39701 -1.11850
O 6.27988 -1.50640 -0.44352
C 6.84200 -1.02594 0.78489
C 5.71541 -0.31979 1.56795
N 4.99473 -1.30605 2.33922
C 4.27296 -0.64276 3.42770
C 3.57434 -1.70053 4.26889
O 4.47550 -2.63774 4.94017
C 5.38606 -2.02872 5.89461
H 6.65762 -2.73698 -2.02882
H 7.33005 -3.28878 -0.51771
H 8.11577 -1.96406 -1.38431
H 7.57668 -0.30508 0.42615
H 7.31082 -1.78448 1.41173
H 5.08723 0.23716 0.87276
H 6.18433 0.39749 2.24154
H 5.73488 -1.77421 2.84230
H 3.48493 -0.02905 2.99129
H 4.91701 -0.00910 4.03742
H 2.88738 -2.32005 3.69237
H 2.92227 -1.32239 5.05622
H 6.08765 -2.75247 6.30940
H 4.92681 -1.67830 6.81896
H 5.92607 -1.22397 5.39576
C -3.29347 2.10283 -7.84836
O -4.55501 2.16359 -7.10695
C -4.46389 2.49903 -5.76829
C -3.78685 1.37808 -4.85859
N -4.43629 0.04517 -5.07583
C -3.81104 -0.93081 -4.18288
C -2.46879 -1.57198 -4.65021
O -2.61094 -2.13229 -5.95871
C -1.35138 -2.65599 -6.38835
H -3.48960 1.94544 -8.90895
H -2.74930 1.22918 -7.48959
H -2.75268 3.04156 -7.72822
H -5.49735 2.63435 -5.44929
H -3.91755 3.44097 -5.71992
H -3.79471 1.66571 -3.80725
H -2.72701 1.32569 -5.10778
H -4.11343 -0.20622 -5.99922
H -4.50384 -1.76621 -4.08168
H -3.62916 -0.40977 -3.24291
H -2.09766 -2.30411 -3.93303
H -1.72912 -0.78947 -4.81948
H -1.54095 -3.26992 -7.26884
H -0.94910 -3.28834 -5.59689
H -0.62229 -1.88052 -6.62327
C 7.33685 3.40089 -0.17898
O 6.75226 3.28323 1.06422
C 5.30446 3.20484 0.98479
C 4.67629 3.27313 2.36808
N 4.53609 4.64935 2.70644
C 3.94297 4.93560 4.03929
C 2.39212 4.64313 3.95195
O 1.64324 5.39951 3.03068
C 1.56249 6.78363 3.22651
H 7.47137 4.45566 -0.41865
H 6.83041 2.89229 -0.99931
H 8.32751 2.94675 -0.19972
H 5.07506 2.22188 0.57334
H 4.96235 3.95526 0.27209
H 5.08225 2.56603 3.09147
H 3.65429 2.91185 2.25362
H 5.46917 5.01414 2.57839
H 4.16761 5.95759 4.34454
H 4.46210 4.41391 4.84330
H 1.83820 4.84362 4.86905
H 2.24027 3.57323 3.80931
H 2.48693 7.29093 2.95058
H 1.30814 7.09408 4.23992
H 0.67485 7.02576 2.64205
C -7.29202 -0.58561 10.59982
O -6.05569 -0.27610 9.97218
C -5.04035 0.08121 10.87225
C -3.79546 0.73774 10.18426
N -3.04741 -0.26840 9.45979
C -1.95809 0.24313 8.62038
C -0.70456 0.69644 9.42757
O 0.34065 1.08821 8.60426
C 0.06650 2.26009 7.77818
H -7.86835 -1.14502 9.86292
H -7.75851 0.34839 10.91306
H -7.13380 -1.20821 11.48041
H -4.67766 -0.79776 11.40512
H -5.44616 0.77760 11.60605
H -3.20142 1.19709 10.97434
H -4.17674 1.50243 9.50751
H -3.64325 -0.95166 9.01457
H -2.31084 1.13011 8.09417
H -1.70541 -0.44124 7.81052
H -0.37132 -0.14623 10.03333
H -1.03338 1.46141 10.13100
H -0.57916 2.97666 8.28589
H -0.28999 1.97666 6.78789
H 0.96862 2.80158 7.49343
*
```

Löwdin atomic charge list, values in e, 99 entries:
1 Hg 1.268
2 N -0.334
3 S 0.462
4 O -0.258
5 O -0.263
6 F -0.225
7 S 0.605
8 O -0.246
9 O -0.244
10 F -0.216
11 N -0.314
12 S 0.582
13 O -0.208
14 O -0.240
15 F -0.183
16 S 0.355
17 O -0.254
18 O -0.264
19 F -0.208
20 C -0.267
21 C -0.219
22 O -0.066
23 O -0.055
24 H 0.104
25 H 0.121
26 H 0.127
27 H 0.122
28 H 0.059
29 H 0.079
30 C -0.196
31 C -0.207
32 O -0.135
33 O -0.074
34 H 0.125
35 H 0.096
36 H 0.108
37 H 0.131
38 H 0.051
39 H 0.016
40 C -0.244
41 C -0.221
42 O -0.066
43 O -0.045
44 H 0.091
45 H 0.103
46 H 0.117
47 H 0.105
48 H 0.078
49 H 0.029
50 C -0.178
51 C -0.219
52 O -0.070
53 O -0.081
54 H 0.106
55 H 0.102
56 H 0.105
57 H 0.112
58 H 0.090
59 H 0.070
60 C -0.243
61 C -0.191
62 O -0.078
63 O -0.068
64 H 0.128
65 H 0.102
66 H 0.102
67 H 0.096
68 H 0.059
69 H 0.024
70 C -0.214
71 C -0.211
72 O -0.104
73 O -0.067
74 H 0.116
75 H 0.111
76 H 0.119
77 H 0.110
78 H 0.037
79 H 0.089
80 C -0.255
81 C -0.180
82 O -0.085
83 O -0.072
84 H 0.106
85 H 0.109
86 H 0.105
87 H 0.099
88 H 0.008
89 H 0.020
90 C -0.232
91 C -0.245
92 O -0.062
93 O -0.082
94 H 0.094
95 H 0.123
96 H 0.093
97 H 0.111
98 H 0.077
99 H 0.009

***

Record 2
Density functional theory data (wB97M-V/def2-TZVPD) for C10H6N2O2S in the gas phase at a distorted geometry.

Computed properties:
energy above the lowest of the compared OMol25 structures with the same formula, charge and spin	30.2	kcal/mol
frontier orbital gap (alpha / beta)	8.023 / 7.062	eV
LUMO (alpha / beta)	-0.037 / -0.077	hartree
E	-1042.69565	Eh

```
! wB97M-V def2-TZVPD RIJCOSX def2/J DEFGRID3
* xyz 0 1
C -2.95653 -1.19617 -0.10431
C -2.64247 0.13371 0.08909
C -1.91255 -2.09597 -0.29619
C -1.30252 0.52778 0.06250
C -0.32990 -0.46106 -0.15101
C -0.88703 1.89183 0.26173
C 0.39403 2.26187 0.18157
C 1.99956 -1.11043 -0.08997
C 1.10112 -0.13361 -0.16177
C 1.46961 1.31693 -0.16292
N -0.64381 -1.74422 -0.31546
N 2.54874 1.86486 -0.44524
O 4.04752 -0.68617 1.45892
O 4.00626 0.34672 -0.81705
S 3.84372 -0.87207 0.03187
H -3.98107 -1.53439 -0.09971
H -3.41228 0.87382 0.26108
H -2.09780 -3.15207 -0.43900
H -1.65118 2.62580 0.47947
H 0.70522 3.28559 0.31095
H 1.70133 -2.14275 -0.05455
*
```

Atom-resolved charges from Löwdin, all expressed in e:
1 C -0.047
2 C -0.006
3 C -0.123
4 C -0.151
5 C -0.181
6 C -0.020
7 C -0.017
8 C -0.083
9 C -0.132
10 C -0.315
11 N 0.118
12 N 0.287
13 O -0.420
14 O -0.387
15 S 0.829
16 H 0.104
17 H 0.118
18 H 0.109
19 H 0.119
20 H 0.114
21 H 0.083

***

Record 3
Density functional theory data (wB97M-V/def2-TZVPD) for 2 unconnected molecules or ions with the total composition C4H12O2 at a distorted geometry.

Computed properties:
energy above the lowest of the compared OMol25 structures with the same formula, charge and spin	9.9	kcal/mol
frontier orbital gap	10.657	eV
SMILES	CCCCO.O
LUMO	0.025	hartree
E	-310.05721	Eh

```
! wB97M-V def2-TZVPD RIJCOSX def2/J DEFGRID3
* xyz 0 1
C 0.46832 1.36459 1.54368
C 1.14623 0.29181 0.67007
C 0.07238 -0.76912 0.25883
C 0.74411 -1.80790 -0.63318
O -0.13087 -2.97059 -0.78270
H -0.00294 0.94124 2.43394
H 1.22630 2.05092 1.92175
H -0.32251 1.82709 0.95705
H 1.91764 -0.26417 1.20128
H 1.55619 0.77836 -0.21422
H -0.69996 -0.25228 -0.30106
H -0.18563 -1.32786 1.15377
H 0.87988 -1.35382 -1.61930
H 1.68739 -2.18406 -0.24693
H -0.39864 -2.93445 -1.71476
O -2.35432 2.10612 -1.29386
H -2.42790 2.87388 -1.90502
H -3.17567 1.63023 -1.42933
*
```

Atom-resolved charges from Löwdin, all expressed in e:
1 C -0.115
2 C -0.258
3 C -0.196
4 C -0.262
5 O -0.097
6 H 0.069
7 H 0.064
8 H 0.060
9 H 0.100
10 H 0.103
11 H 0.104
12 H 0.116
13 H 0.115
14 H 0.111
15 H 0.075
16 O -0.072
17 H 0.053
18 H 0.027

***

Record 4
Density functional theory data (wB97M-V/def2-TZVPD) for a molecular structure, C28H29AsClIrO5Si.

Computed properties:
energy above the lowest of the compared OMol25 structures with the same formula, charge and spin	12.3	kcal/mol
frontier orbital gap	7.796	eV
LUMO	-0.015	hartree
E	-4550.14615	Eh

```
! wB97M-V def2-TZVPD RIJCOSX def2/J DEFGRID3
* xyz 0 1
Ir 0.93792 0.08339 0.83674
O 1.87311 3.73211 1.84417
Cl 1.42931 2.59839 2.58182
O 1.68455 2.73201 3.97673
O 2.19976 1.38910 2.08672
O 0.02992 2.32354 2.32279
C -1.03870 3.24804 -4.02031
C 0.19248 2.92161 -3.47219
C 0.28513 1.94845 -2.48625
C -0.86808 1.30320 -2.05285
C -2.10599 1.62912 -2.60019
C -2.18763 2.60077 -3.58485
As -0.78895 -0.06787 -0.69695
C -2.57548 -0.12080 -0.00370
C -3.17766 0.82039 0.81538
C -4.48127 0.59905 1.23858
C -5.15185 -0.55394 0.84307
C -4.54099 -1.49285 0.02346
C -3.23749 -1.28065 -0.41186
C -2.44418 -2.18484 -1.28317
C -2.87274 -3.39885 -1.80457
C -2.01397 -4.14770 -2.59781
C -0.72678 -3.70114 -2.87248
C -0.28603 -2.49036 -2.35296
C -1.14931 -1.74480 -1.57157
H -1.10549 4.01135 -4.78479
H 1.08835 3.42915 -3.80550
H 1.23542 1.68682 -2.04198
H -3.00744 1.13335 -2.26158
H -3.15059 2.85585 -4.00784
H -2.62766 1.69835 1.13414
H -4.97398 1.31807 1.87955
H -6.16654 -0.72351 1.17975
H -5.08343 -2.38228 -0.27093
H -3.86949 -3.76758 -1.59680
H -2.35093 -5.09257 -3.00377
H -0.06743 -4.29807 -3.48864
H 0.71847 -2.13287 -2.54692
C 4.42583 -0.18473 -2.21914
Si 3.75925 0.48011 -0.60167
C 4.44623 -0.53721 0.81678
C 4.24057 2.27143 -0.43666
O 2.12428 0.27171 -0.72100
H 5.51859 -0.17430 -2.23207
H 4.07637 0.41908 -3.06013
H 4.09557 -1.21398 -2.37649
H 5.52173 -0.37517 0.92290
H 4.28403 -1.60523 0.64926
H 3.98247 -0.25007 1.76266
H 5.32581 2.39884 -0.42536
H 3.83801 2.69795 0.48115
H 3.84964 2.85009 -1.27844
C 0.60596 -1.85621 1.33874
C 0.25296 -1.28118 2.64961
C -1.05376 -0.84396 2.90819
C -1.35111 -0.13466 4.06311
C -0.35055 0.15340 4.97391
C 0.95635 -0.27459 4.73895
C 1.25716 -0.97299 3.59195
H -0.19386 -2.40440 0.84514
H 1.52739 -2.43742 1.31969
H -1.84175 -1.10140 2.21234
H -2.36476 0.20075 4.23987
H -0.57311 0.72872 5.86241
H 1.73961 -0.02292 5.44044
H 2.27675 -1.28310 3.39143
*
```

Atom-resolved charges from Löwdin, all expressed in e:
1 Ir 1.046
2 O -0.293
3 Cl 0.696
4 O -0.292
5 O -0.503
6 O -0.375
7 C -0.079
8 C -0.069
9 C -0.085
10 C -0.320
11 C -0.094
12 C -0.079
13 As 1.293
14 C -0.332
15 C -0.083
16 C -0.069
17 C -0.066
18 C -0.016
19 C -0.192
20 C -0.188
21 C -0.019
22 C -0.069
23 C -0.072
24 C -0.068
25 C -0.288
26 H 0.105
27 H 0.107
28 H 0.071
29 H 0.103
30 H 0.105
31 H 0.116
32 H 0.107
33 H 0.106
34 H 0.108
35 H 0.108
36 H 0.106
37 H 0.106
38 H 0.113
39 C -0.167
40 Si 0.277
41 C -0.165
42 C -0.154
43 O -0.546
44 H 0.030
45 H 0.028
46 H 0.026
47 H 0.035
48 H 0.030
49 H 0.003
50 H 0.035
51 H 0.008
52 H 0.033
53 C -0.216
54 C -0.380
55 C -0.055
56 C -0.066
57 C -0.059
58 C -0.071
59 C -0.061
60 H 0.056
61 H 0.078
62 H 0.099
63 H 0.110
64 H 0.113
65 H 0.116
66 H 0.118